{"formula": "C70H96AsO10PSSn", "method": "wB97M-V/def2-TZVPD", "symbols": ["Sn", "C", "O", "C", "C", "C", "C", "C", "C", "C", "C", "C", "C", "C", "C", "C", "C", "C", "C", "C", "C", "C", "C", "C", "C", "C", "C", "C", "C", "C", "C", "C", "C", "O", "C", "C", "C", "C", "C", "O", "C", "C", "C", "C", "C", "C", "O", "C", "C", "C", "C", "H", "H", "H", "H", "H", "H", "H", "H", "H", "H", "H", "H", "H", "H", "H", "H", "H", "H", "H", "H", "H", "H", "H", "H", "H", "H", "H", "H", "H", "H", "H", "H", "H", "H", "H", "H", "H", "H", "H", "H", "H", "H", "H", "H", "H", "H", "H", "H", "H", "H", "H", "H", "H", "H", "H", "H", "H", "H", "O", "As", "O", "O", "C", "C", "C", "C", "C", "C", "S", "O", "O", "O", "H", "H", "H", "H", "H", "C", "C", "C", "C", "C", "C", "P", "C", "C", "C", "C", "C", "C", "C", "C", "C", "C", "C", "C", "H", "H", "H", "H", "H", "H", "H", "H", "H", "H", "H", "H", "H", "H", "H", "H", "H", "H", "H", "H", "H", "H", "H", "H", "H", "H", "H", "H", "H", "H", "H", "H", "H"], "xyz": [[-1.2642, 1.3622, -0.3801], [-3.6004, 1.1590, 2.3927], [-2.3776, 0.6213, 1.8856], [-1.7504, -0.1270, 2.8623], [-1.8935, -1.5086, 2.8555], [-2.4157, -2.2418, 1.6368], [-1.2456, -2.8792, 0.9216], [-0.8651, -4.1757, 1.2208], [0.2335, -4.7986, 0.6287], [0.9580, -4.0366, -0.2806], [0.6160, -2.7313, -0.6118], [1.4594, -1.9680, -1.6128], [2.5992, -1.2247, -0.9475], [3.7217, -1.9230, -0.5232], [4.7833, -1.2914, 0.1144], [4.6117, 0.0518, 0.4244], [3.4947, 0.7914, 0.0431], [3.3575, 2.1783, 0.6434], [2.7532, 2.1288, 2.0330], [3.5739, 2.2973, 3.1393], [3.0854, 2.3629, 4.4404], [1.7023, 2.2549, 4.5782], [0.8492, 2.0623, 3.5067], [-0.6400, 1.9712, 3.7297], [-1.0384, 0.5186, 3.8688], [-0.6395, -0.2254, 4.9680], [-0.9046, -1.5900, 5.0764], [-1.4770, -2.2199, 3.9787], [-0.5840, -2.3187, 6.3810], [0.9210, -2.2471, 6.6750], [-1.3642, -1.6484, 7.5234], [-0.9945, -3.7925, 6.3298], [1.3448, 1.9731, 2.1716], [0.5771, 1.7949, 1.1471], [3.9655, 2.5929, 5.6668], [3.7922, 1.4341, 6.6606], [5.4488, 2.6859, 5.3038], [3.5663, 3.9087, 6.3541], [2.5397, 0.1619, -0.7656], [1.5550, 0.7973, -1.4649], [1.7879, 2.0924, -1.9905], [6.0966, -1.9960, 0.4491], [6.3698, -1.9248, 1.9590], [7.2378, -1.3007, -0.3096], [6.0780, -3.4693, 0.0373], [-0.5197, -2.1096, -0.0282], [-0.8814, -0.9037, -0.3547], [0.5787, -6.2444, 0.9856], [-0.6082, -7.1613, 0.6517], [1.7998, -6.7520, 0.2154], [0.8895, -6.3456, 2.4880], [-4.1287, 1.5822, 1.5554], [-4.2092, 0.3633, 2.8267], [-3.4115, 1.9237, 3.1520], [-2.8961, -1.5333, 0.9642], [-3.1332, -3.0099, 1.9317], [-1.4586, -4.7222, 1.9518], [1.8321, -4.4602, -0.7669], [0.8277, -1.2433, -2.1180], [1.8681, -2.6733, -2.3405], [3.7444, -2.9901, -0.7149], [5.3645, 0.5682, 1.0144], [2.7370, 2.8334, 0.0418], [4.3510, 2.6237, 0.7242], [4.6406, 2.3935, 2.9558], [1.2560, 2.3329, 5.5688], [-1.1377, 2.4044, 2.8634], [-0.9108, 2.5342, 4.6255], [-0.0952, 0.2844, 5.7579], [-1.6109, -3.2958, 3.9647], [1.2700, -1.2137, 6.7228], [1.4821, -2.7507, 5.8840], [1.1464, -2.7341, 7.6292], [-1.0715, -0.6042, 7.6435], [-1.1842, -2.1698, 8.4696], [-2.4357, -1.6703, 7.3099], [-0.4458, -4.3259, 5.5493], [-2.0644, -3.8952, 6.1333], [-0.7726, -4.2690, 7.2883], [4.0661, 0.4883, 6.1872], [2.7542, 1.3531, 6.9912], [4.4243, 1.5805, 7.5442], [5.7976, 1.7646, 4.8299], [6.0416, 2.8501, 6.2084], [5.6338, 3.5186, 4.6207], [2.5221, 3.8856, 6.6721], [3.6850, 4.7435, 5.6591], [4.1906, 4.0954, 7.2360], [1.2072, 2.1427, -2.9105], [1.4229, 2.8717, -1.3181], [2.8478, 2.2444, -2.2075], [6.4213, -0.8911, 2.3055], [7.3177, -2.4179, 2.1992], [5.5665, -2.4204, 2.5091], [7.3210, -0.2528, -0.0161], [7.0499, -1.3335, -1.3855], [8.1943, -1.7954, -0.1070], [5.2851, -4.0121, 0.5579], [7.0342, -3.9339, 0.2932], [5.9238, -3.5776, -1.0390], [-0.8534, -7.0871, -0.4106], [-1.4960, -6.8762, 1.2193], [-0.3714, -8.2059, 0.8851], [1.6303, -6.7102, -0.8633], [2.0046, -7.7907, 0.4899], [2.6850, -6.1556, 0.4504], [0.0233, -6.0557, 3.0872], [1.7117, -5.6732, 2.7444], [1.1716, -7.3689, 2.7617], [-6.1019, 1.8506, -0.0589], [-4.8230, 2.7581, -1.0599], [-5.6398, 2.9583, -2.4636], [-3.5450, 1.7019, -0.9496], [-4.7562, 4.1704, 0.2989], [-5.8133, 4.3106, 1.1941], [-5.7204, 5.1998, 2.2537], [-4.5634, 5.9425, 2.4538], [-3.5033, 5.8195, 1.5728], [-3.6091, 4.9521, 0.4959], [-2.2900, 4.8757, -0.6951], [-1.7034, 6.1983, -0.7528], [-1.3654, 3.8491, -0.1890], [-2.9857, 4.4757, -1.9132], [-6.5030, 1.2806, -0.7273], [-6.6923, 3.6963, 1.0590], [-6.5520, 5.3016, 2.9418], [-4.4954, 6.6216, 3.2953], [-2.5967, 6.4011, 1.6895], [-5.5990, 3.0612, -6.1213], [-5.8785, 1.8945, -5.1779], [-4.6682, 0.9448, -5.1237], [-3.3246, 1.7008, -5.2413], [-3.5289, 3.1036, -4.6485], [-4.4790, 3.9334, -5.5236], [-1.9568, 0.8419, -4.2888], [-2.2515, -0.9967, -4.5899], [-1.6622, -1.7384, -5.8031], [-0.3025, -2.3451, -5.4574], [-0.4787, -3.4818, -4.4335], [-1.6274, -3.1852, -3.4475], [-1.8051, -1.6804, -3.2768], [-0.4235, 1.3357, -5.2724], [-0.2928, 0.9650, -6.7630], [0.6589, 1.9113, -7.5223], [1.7866, 2.3710, -6.6027], [1.2101, 3.2744, -5.5015], [-0.2223, 2.8528, -5.1251], [-6.5037, 3.6563, -6.2731], [-5.3015, 2.6755, -7.1039], [-6.7656, 1.3362, -5.4920], [-6.0678, 2.2942, -4.1785], [-4.7415, 0.2026, -5.9244], [-4.7064, 0.4187, -4.1642], [-3.0386, 1.7876, -6.2976], [-2.5925, 3.6437, -4.5236], [-3.9472, 3.0009, -3.6469], [-3.9222, 4.4232, -6.3308], [-4.9150, 4.7170, -4.8990], [-3.3351, -1.0837, -4.6579], [-1.6024, -1.0949, -6.6773], [-2.3386, -2.5581, -6.0759], [0.3407, -1.5662, -5.0347], [0.1910, -2.7249, -6.3560], [0.4532, -3.6181, -3.8789], [-0.6785, -4.4196, -4.9610], [-1.4152, -3.6400, -2.4768], [-2.5626, -3.6214, -3.8161], [-0.8569, -1.2543, -2.9409], [-2.5185, -1.4537, -2.4826], [0.3817, 0.8372, -4.7157], [-1.2720, 0.9798, -7.2503], [0.1066, -0.0467, -6.8484], [0.1196, 2.7918, -7.8864], [1.0614, 1.3961, -8.3984], [2.5589, 2.9005, -7.1659], [2.2589, 1.4903, -6.1556], [1.1925, 4.3116, -5.8476], [1.8579, 3.2453, -4.6236], [-0.9284, 3.3557, -5.7911], [-0.4580, 3.1814, -4.1108]], "forces_ev_per_a": [[0.265, -0.278, 0.014], [-0.140, 0.090, -0.032], [0.019, 0.154, -0.188], [0.204, -0.285, 0.222], [-0.154, 0.038, -0.060], [0.246, 0.131, -0.011], [-0.110, -0.058, -0.108], [-0.023, -0.013, -0.038], [-0.007, -0.057, 0.039], [0.032, -0.024, -0.030], [-0.084, 0.040, -0.109], [-0.016, 0.083, 0.276], [-0.029, -0.025, -0.111], [-0.045, 0.009, 0.079], [-0.022, 0.017, -0.015], [-0.012, -0.031, 0.057], [0.010, 0.080, -0.015], [-0.245, -0.142, 0.137], [-0.033, 0.095, -0.085], [0.044, -0.012, 0.001], [-0.002, 0.001, 0.012], [0.014, -0.030, 0.021], [-0.055, 0.223, -0.084], [0.133, -0.186, -0.121], [-0.057, 0.084, 0.011], [0.016, -0.071, 0.049], [0.001, 0.056, -0.034], [0.024, -0.034, 0.008], [0.033, -0.053, 0.008], [-0.026, 0.024, -0.067], [0.011, -0.014, -0.033], [0.052, 0.059, -0.058], [0.148, 0.012, 0.148], [-0.165, -0.073, -0.093], [0.014, -0.003, 0.041], [0.002, 0.011, -0.015], [-0.034, -0.017, -0.035], [0.010, -0.010, -0.011], [0.250, -0.105, -0.143], [-0.174, 0.112, 0.181], [-0.190, -0.057, -0.026], [0.002, -0.021, 0.067], [-0.047, 0.007, -0.051], [-0.001, -0.035, 0.025], [-0.038, 0.037, 0.021], [0.174, -0.051, 0.082], [-0.057, 0.077, 0.154], [0.022, -0.006, 0.030], [0.019, 0.012, 0.000], [-0.031, 0.070, 0.018], [-0.012, 0.022, -0.039], [-0.155, 0.147, -0.268], [0.039, -0.076, 0.010], [0.074, -0.031, -0.018], [-0.101, -0.021, 0.003], [-0.021, -0.006, 0.042], [-0.013, 0.013, -0.044], [-0.058, 0.010, -0.014], [0.078, -0.056, -0.105], [0.014, 0.031, -0.053], [0.029, 0.056, -0.030], [-0.012, 0.000, -0.031], [0.067, 0.008, -0.003], [0.042, 0.033, -0.071], [-0.045, 0.032, -0.007], [0.011, 0.020, -0.031], [-0.069, 0.100, 0.062], [-0.057, -0.012, 0.023], [-0.041, 0.001, -0.029], [-0.027, 0.057, 0.029], [0.001, -0.042, 0.010], [0.007, 0.026, 0.037], [0.008, 0.016, -0.018], [0.003, -0.023, 0.010], [0.003, 0.021, -0.029], [0.020, -0.006, 0.033], [-0.038, -0.015, 0.041], [0.034, -0.034, 0.012], [-0.005, 0.000, -0.013], [-0.009, 0.012, 0.026], [0.035, -0.007, -0.001], [-0.033, -0.005, -0.019], [0.004, 0.048, 0.004], [-0.007, -0.007, -0.007], [0.024, -0.043, 0.018], [0.031, 0.007, -0.009], [-0.011, -0.010, 0.038], [-0.026, -0.017, -0.029], [0.049, -0.011, 0.015], [-0.005, -0.030, 0.003], [0.035, 0.013, -0.011], [0.009, -0.036, 0.006], [-0.025, 0.021, 0.007], [0.038, 0.017, 0.011], [0.012, -0.022, -0.011], [0.020, 0.008, 0.022], [-0.033, 0.026, 0.001], [0.040, -0.011, -0.038], [-0.013, 0.000, -0.003], [-0.006, -0.022, 0.039], [0.001, -0.020, 0.030], [0.015, -0.017, -0.024], [-0.012, 0.040, 0.002], [0.033, -0.008, 0.029], [0.002, 0.013, 0.000], [-0.005, -0.038, -0.040], [0.037, -0.010, -0.006], [-0.016, -0.036, 0.018], [-0.025, 0.036, -0.004], [0.447, 0.141, -0.486], [-1.187, -0.583, 1.062], [0.130, 0.402, 0.394], [0.446, 0.016, 0.179], [0.679, 0.284, 0.085], [-0.016, -0.118, -0.128], [0.042, 0.079, 0.104], [-0.134, -0.032, 0.075], [0.029, -0.002, -0.096], [-0.399, -0.208, -0.073], [0.119, 0.202, -0.419], [-0.002, -0.102, 0.192], [0.000, 0.197, 0.159], [0.000, -0.172, 0.081], [-0.058, 0.024, 0.106], [0.012, 0.045, 0.022], [-0.001, -0.003, -0.018], [0.017, 0.006, 0.002], [-0.047, -0.011, -0.032], [0.009, -0.017, 0.125], [0.000, -0.008, -0.232], [-0.053, 0.204, 0.040], [0.105, -0.041, 0.208], [0.180, 0.040, -0.199], [-0.049, -0.126, 0.024], [-0.124, 0.084, -0.394], [0.171, 0.070, 0.232], [0.020, 0.019, -0.012], [-0.128, -0.070, 0.043], [-0.043, 0.096, 0.020], [0.087, 0.042, -0.016], [-0.090, -0.103, -0.156], [-0.156, -0.095, 0.147], [0.124, 0.145, -0.060], [0.065, -0.061, 0.098], [-0.113, 0.075, -0.019], [-0.042, -0.098, -0.074], [0.180, -0.054, 0.016], [0.002, 0.009, -0.049], [0.006, 0.017, -0.039], [-0.020, -0.033, -0.050], [-0.002, -0.145, -0.240], [0.025, -0.107, 0.030], [0.006, -0.054, -0.025], [-0.051, -0.014, -0.040], [-0.028, -0.023, 0.022], [0.077, 0.013, -0.281], [0.008, 0.039, 0.004], [0.021, 0.000, -0.023], [-0.056, 0.048, 0.063], [-0.084, -0.051, 0.010], [0.002, -0.020, 0.008], [0.025, -0.022, -0.047], [0.067, 0.037, -0.003], [-0.022, -0.035, -0.007], [0.027, -0.013, -0.002], [-0.033, -0.038, -0.036], [-0.007, -0.007, 0.005], [-0.115, 0.012, 0.016], [0.063, 0.039, 0.005], [0.047, 0.031, -0.023], [0.012, -0.053, 0.018], [-0.051, 0.023, -0.013], [-0.006, -0.019, -0.015], [-0.039, 0.027, -0.047], [0.044, -0.023, 0.026], [0.028, 0.010, -0.023], [0.021, 0.007, 0.015], [0.010, 0.027, -0.012], [-0.028, 0.006, 0.065], [-0.046, 0.043, -0.016]], "charge": -2, "multiplicity": 1, "max_force_ev_per_a": 1.7, "e_tot_ha": -6667.1794}

---

{"formula": "C4H5N3O", "method": "wB97M-V/def2-TZVPD", "symbols": ["C", "C", "C", "C", "H", "H", "H", "H", "H", "N", "N", "N", "O"], "xyz": [[-0.2137, -0.8312, -0.7349], [-0.8122, -1.9105, -0.1225], [0.2488, 1.3183, -0.0555], [0.5999, 2.3712, 0.7474], [0.2287, -1.5441, -2.1594], [-0.7198, -3.1586, -0.2089], [1.2009, 0.8616, -0.8343], [0.3440, 2.5991, 1.8878], [1.4416, 3.0224, 0.4790], [-1.3843, -1.6640, 1.1212], [-1.1505, -0.3483, 1.4090], [-0.4210, 0.1267, 0.2130], [0.6375, -0.8425, -1.7419]], "forces_ev_per_a": [[-1.869, -1.399, 5.258], [-0.861, -5.678, 1.500], [5.264, 0.143, 0.533], [-0.257, -0.722, 1.692], [-0.340, -2.731, -2.807], [-0.182, 3.865, -0.795], [-3.091, 2.707, 1.709], [-0.404, -0.820, -2.828], [-0.546, -0.436, -0.515], [1.841, 4.413, -1.304], [0.695, -2.241, -3.480], [-0.914, 0.456, 0.502], [0.664, 2.442, 0.535]], "charge": 0, "smiles": "C=Cn1nncc1O", "multiplicity": 1, "max_force_ev_per_a": 5.9, "e_tot_ha": -394.7357}

---

Which value of charge does entry 2 give? 0

---

Look up the charge of the second one. 0

---

The highest charge belongs to which entry? C4H5N3O